[1]
Here is a cluster of 5 separate species, C39H87N5O7 in total in a non-equilibrium geometry from OMol25. Energies are from wB97M-V/def2-TZVPD.

```
138
Properties=species:S:1:pos:R:3
C 7.01034 10.08223 10.86160
C 6.29698 8.71372 10.82230
C 6.48022 8.04972 12.16588
C 5.56397 6.85255 12.37413
C 4.12524 7.34649 12.22552
C 3.86611 7.97489 10.85823
N 4.88115 8.98423 10.55396
O 4.66746 9.64238 9.34234
C 3.76576 6.90026 9.76969
C 2.51156 8.67483 10.94875
C 6.97151 7.87531 9.69337
H 7.97674 9.96180 11.35978
H 6.44803 10.78455 11.47896
H 7.15460 10.47777 9.85986
H 7.50419 7.66646 12.18051
H 6.28794 8.78614 12.94553
H 5.69850 6.42530 13.37278
H 5.60770 5.98955 11.70056
H 3.94751 8.14741 12.95240
H 3.37010 6.58076 12.41032
H 2.87257 6.30105 9.96939
H 3.60501 7.31917 8.77279
H 4.61932 6.22390 9.70194
H 2.50929 9.44589 11.71988
H 2.34533 9.24013 10.02479
H 1.66098 8.00276 11.05073
H 7.10112 6.85219 10.04532
H 7.96718 8.27827 9.49441
H 6.46821 7.94862 8.73024
H 4.89411 9.01578 8.63422
C 4.28767 2.24088 15.09722
C 5.21284 1.87565 13.93936
C 4.88616 2.83777 12.79725
C 5.93734 2.87534 11.70116
C 7.30158 3.24434 12.28514
C 7.69440 2.33323 13.44330
N 6.59210 2.16340 14.37521
O 6.99220 1.24584 15.39161
C 8.23293 0.99409 12.90736
C 8.86232 3.04328 14.14978
C 4.91884 0.43533 13.48568
H 4.45028 1.58434 15.95510
H 3.27333 2.02139 14.75007
H 4.38367 3.28386 15.38381
H 3.91801 2.57178 12.37356
H 4.88391 3.85052 13.21426
H 5.60598 3.67079 11.02116
H 6.06630 1.99383 11.07038
H 7.45493 4.29870 12.50337
H 8.00399 2.93290 11.50458
H 8.42695 0.27754 13.70355
H 7.46759 0.56459 12.25492
H 9.12870 1.07803 12.28962
H 9.29325 2.40008 14.91504
H 9.57396 3.41210 13.41144
H 8.48069 3.93678 14.65748
H 4.04281 0.44986 12.83006
H 4.60160 -0.19232 14.32487
H 5.70780 -0.10758 12.97724
H 6.56833 1.59006 16.18428
C 11.25597 6.15828 15.18516
C 12.53756 6.66987 14.54426
C 12.72066 8.12215 15.01068
C 14.11349 8.70593 14.79693
C 15.13964 7.78468 15.43224
C 15.04253 6.32803 14.98782
N 13.65103 5.89784 15.10571
O 13.54325 4.54483 14.74212
C 15.60414 6.20001 13.53358
C 15.90833 5.48578 15.91028
C 12.47679 6.59858 13.01506
H 10.40050 6.80102 14.94623
H 11.32175 6.24865 16.27301
H 11.00157 5.12757 14.94195
H 12.00509 8.74515 14.45702
H 12.37791 8.23046 16.04381
H 14.14854 9.68345 15.28291
H 14.26204 8.89008 13.72979
H 14.91785 7.77579 16.50884
H 16.16111 8.15243 15.31704
H 15.01852 5.52397 12.91792
H 15.68742 7.18016 13.06065
H 16.62755 5.81961 13.57796
H 16.93636 5.86273 15.85539
H 15.58586 5.54034 16.95214
H 16.02849 4.44038 15.62032
H 13.29846 7.11585 12.52028
H 11.59458 7.15290 12.67651
H 12.45262 5.55558 12.70384
H 13.61206 3.97838 15.52629
C 12.34750 1.45245 19.87504
O 13.12326 2.24751 19.00363
C 12.36035 3.15018 18.23511
C 11.73309 2.56822 17.00843
N 12.76386 2.14659 16.07027
C 12.21333 1.46767 14.88583
C 11.77934 0.04595 15.15410
O 12.82949 -0.78301 15.65930
C 14.05968 -0.70298 14.98684
H 11.39608 1.15483 19.42739
H 12.07748 2.00550 20.79097
H 12.97546 0.62992 20.20671
H 13.06877 3.92610 17.90824
H 11.69138 3.76726 18.85350
H 11.10653 3.38151 16.61313
H 10.97213 1.80478 17.24238
H 13.29174 1.47364 16.62580
H 12.96307 1.49700 14.09825
H 11.35332 2.05777 14.57051
H 11.43281 -0.42524 14.22092
H 10.96916 -0.04363 15.87538
H 14.71594 0.07064 15.40821
H 13.96408 -0.57623 13.90599
H 14.59532 -1.63597 15.17977
C 3.66180 1.00749 8.92918
O 4.11811 -0.01536 8.09436
C 4.06569 -1.29816 8.70475
C 2.69591 -1.90906 8.86092
N 2.03808 -2.24859 7.60169
C 1.71710 -1.07029 6.76644
C 0.78709 -1.51535 5.65478
O -0.50034 -1.67000 6.20842
C -1.45421 -2.25334 5.34127
H 2.57394 1.04919 9.04016
H 3.92081 1.92802 8.39196
H 4.17624 1.08157 9.89408
H 4.68488 -2.00712 8.14939
H 4.54666 -1.19880 9.68844
H 2.84960 -2.80998 9.46119
H 2.05543 -1.24314 9.46728
H 1.10773 -2.59578 7.82372
H 1.21178 -0.31232 7.37602
H 2.63379 -0.71821 6.30311
H 0.81450 -0.71196 4.90394
H 1.14728 -2.45582 5.22826
H -2.17744 -2.76627 5.96840
H -1.00368 -2.99704 4.67074
H -1.89900 -1.49459 4.69076
```

Structure (SMILES): CC1(C)CCCC(C)(C)N1O.CC1(C)CCCC(C)(C)N1O.CC1(C)CCCC(C)(C)N1O.COCCNCCOC.COCCNCCOC
LUMO level, eV: 0.44
Relative energy (zero: lowest compared OMol25 entry of this formula, charge and spin), kJ/mol: 0.0

Here are the Mulliken charges for atoms 1 to 99, given in e: C -1.949; C 1.853; C -1.956; C 0.896; C -1.639; C 1.939; N 0.148; O -0.478; C -1.830; C -2.068; C -1.397; H 0.415; H 0.459; H 0.389; H 0.456; H 0.376; H 0.594; H -0.766; H 0.354; H 0.491; H 0.457; H 0.420; H 0.331; H 0.448; H 0.413; H 0.381; H 0.195; H 0.523; H 0.181; H 0.358; C -2.015; C 1.633; C -1.009; C -0.437; C -1.413; C 2.445; N 0.198; O -0.540; C -1.839; C -2.720; C -1.675; H 0.578; H 0.416; H 0.320; H 0.638; H -0.030; H 0.264; H 0.412; H 0.158; H 0.474; H 0.386; H 0.317; H 0.424; H 0.635; H 0.475; H 0.554; H 0.353; H 0.382; H 0.267; H 0.375; C -1.586; C 1.718; C -1.312; C -0.636; C -1.217; C 1.817; N 0.502; O -0.475; C -1.728; C -2.300; C -1.716; H 0.489; H 0.476; H -0.130; H 0.396; H 0.455; H 0.413; H 0.329; H 0.413; H 0.356; H 0.221; H 0.327; H 0.496; H 0.547; H 0.375; H 0.417; H 0.376; H 0.407; H 0.252; H 0.346; C -0.661; O -0.368; C -0.622; C -0.111; N -0.127; C -0.267; C -0.423; O -0.444; C -0.728

---

[2]
Here is a structure of composition C24H36O12Ti in a non-equilibrium geometry from OMol25. Energies are from wB97M-V/def2-TZVPD.

```
73
Properties=species:S:1:pos:R:3
Ti -0.11001 0.19964 -0.28703
O 0.37996 1.03989 -1.99445
C 0.81512 2.00787 -1.19180
O 2.28512 2.02572 -0.96081
C 2.68191 2.92922 -1.89167
C 1.54332 3.72849 -2.50289
C 0.40147 3.51485 -1.43699
H 3.19485 2.28078 -2.63128
H 3.43984 3.66814 -1.65348
H 1.17453 3.12108 -3.34652
H 1.59388 4.72608 -2.84808
H -0.63423 3.67231 -1.68378
H 0.71248 3.86347 -0.43504
O 0.62466 -1.93431 -1.14390
C 1.41875 -2.82498 -0.96005
O 1.08006 -4.02219 -0.53464
C 2.19590 -4.99130 -0.55609
C 3.45438 -4.11918 -0.46411
C 2.88203 -2.84042 -1.18182
H 2.14873 -5.51996 -1.49115
H 2.22451 -5.77000 0.20920
H 4.36561 -4.37001 -1.01473
H 3.77889 -3.93402 0.55396
H 3.01510 -3.16166 -2.20048
H 3.23309 -1.83026 -1.12654
O -2.15788 0.23115 -1.21609
C -2.73466 -0.56890 -1.95431
O -4.03071 -0.40628 -2.22114
C -4.55954 -1.38474 -3.09393
C -3.38053 -2.30648 -3.49541
C -2.27552 -1.86647 -2.47218
H -5.00973 -0.88319 -3.92408
H -5.26775 -1.91690 -2.47935
H -2.99017 -2.18596 -4.51194
H -3.62840 -3.36252 -3.33047
H -1.29570 -1.77380 -2.89642
H -2.10418 -2.55033 -1.62727
O 1.43020 -0.33075 1.27044
C 2.35606 0.38646 1.60986
O 3.55612 -0.17931 1.90842
C 4.56629 0.88306 1.81647
C 3.79198 2.20239 2.06567
C 2.33430 1.81563 2.01819
H 4.95681 0.79783 0.82886
H 5.28228 0.70464 2.62913
H 4.02871 2.87503 1.23546
H 4.12856 2.57855 3.04661
H 1.54985 2.35683 1.45698
H 1.94708 1.71084 3.04213
O -0.98770 1.59792 1.33884
C -1.56935 2.66576 1.21537
O -1.16807 3.72008 1.96295
C -1.65997 4.96388 1.32325
C -2.82564 4.49111 0.40093
C -2.74628 3.01568 0.35194
H -0.85998 5.36883 0.75062
H -1.97603 5.68013 2.10816
H -2.71784 4.86732 -0.56922
H -3.70647 4.85983 0.83180
H -2.54397 2.51755 -0.58544
H -3.64016 2.54179 0.79416
O -1.10653 -1.21235 0.94625
C -1.35360 -2.11164 1.68967
O -1.73226 -3.31373 1.28256
C -2.59163 -3.83289 2.40072
C -1.86211 -3.32655 3.64469
C -1.26913 -2.01048 3.19206
H -2.64098 -4.89032 2.26964
H -3.58149 -3.37988 2.28351
H -1.12242 -4.07324 3.85551
H -2.61162 -3.34812 4.41913
H -0.26137 -1.90754 3.55421
H -1.85881 -1.16915 3.60721
```

Spin multiplicity: 4
LUMO level (alpha / beta), eV: -1.61 / -1.91
Total charge: +1

Atomic charges from the Mulliken analysis, expressed in e, are listed below: Ti 0.027; O -0.693; C 1.497; O -0.325; C -0.624; C -0.956; C -0.272; H 0.342; H 0.362; H 0.201; H 0.570; H 0.403; H -0.009; O -0.510; C 0.418; O -0.368; C -0.553; C -0.586; C -0.462; H 0.307; H 0.379; H 0.377; H 0.264; H 0.341; H 0.411; O -0.006; C 0.268; O -0.425; C -0.445; C -0.673; C -0.062; H 0.325; H 0.308; H 0.295; H 0.304; H 0.296; H 0.011; O -0.496; C 0.279; O -0.420; C -0.490; C -0.675; C 0.572; H 0.274; H 0.329; H 0.193; H 0.361; H -0.434; H 0.540; O -0.356; C 0.450; O -0.414; C -0.347; C -1.016; C 0.174; H 0.238; H 0.369; H 0.396; H 0.325; H 0.010; H 0.401; O -0.225; C 0.161; O -0.343; C -0.464; C -0.651; C -0.221; H 0.343; H 0.286; H 0.296; H 0.337; H 0.171; H 0.310

---

[3]
Here is a structure of composition C11H24ClIN2NdO2PS in a non-equilibrium geometry from OMol25. Energies are from wB97M-V/def2-TZVPD.

```
44
Properties=species:S:1:pos:R:3
C 4.82746 5.54553 2.13818
C 3.60604 5.27460 2.81181
H 5.39943 6.33391 2.67051
H 4.58084 5.86889 1.11033
H 5.41495 4.61004 2.10478
O 2.71461 5.35207 3.55406
I 3.08263 2.44279 1.51730
Nd 1.23366 0.86610 -0.06980
P -0.65599 2.78110 -1.14341
C -2.41410 3.17099 -0.96233
C 0.06637 4.46572 -1.21773
H 0.47013 2.02039 -3.18182
H -0.76648 3.28167 -3.50660
H -1.24727 1.56787 -3.18610
C -0.54135 2.37008 -2.93737
H 1.14999 4.40262 -1.37616
H -0.40082 4.98329 -2.06538
H -2.71088 3.92922 -1.70048
H -2.61436 3.55818 0.04215
H -0.14285 5.01236 -0.29052
H -3.01427 2.26536 -1.10522
C -0.81615 1.52612 1.48137
O -1.65174 1.77838 2.22873
Cl 2.58348 0.61564 -2.20490
C 0.50028 -5.84543 -1.03911
C 0.65112 -4.73072 -0.02123
N 0.34399 -3.40484 -0.60752
C -0.54175 -2.52960 -0.14578
S -0.69101 -1.00795 -0.95920
N -1.31772 -2.88321 0.93342
C -2.39372 -3.89194 0.68837
C -2.83541 -4.53095 1.99519
H -0.47484 -5.80759 -1.53893
H 0.59030 -6.81085 -0.52659
H 1.28373 -5.79405 -1.80445
H 0.01210 -4.86804 0.85167
H 1.69016 -4.70013 0.34345
H 0.90922 -3.07631 -1.39299
H -1.73708 -2.05131 1.36099
H -3.23374 -3.36135 0.21318
H -2.02650 -4.64155 -0.02628
H -3.37086 -3.80772 2.62531
H -3.53677 -5.35495 1.79133
H -1.97481 -4.92442 2.54777
```

Spin multiplicity: 4
LUMO level (alpha / beta), eV: -7.29 / -7.28
Total charge: +2
Relative energy (zero: lowest compared OMol25 entry of this formula, charge and spin), kJ/mol: 0.0

Atomic charges from the Mulliken analysis, expressed in e, are listed below: C -0.691; C 0.538; H 0.356; H 0.345; H 0.336; O -0.100; I -0.233; Nd 1.073; P 0.503; C -1.203; C -1.230; H 0.303; H 0.406; H 0.379; C -1.094; H 0.338; H 0.426; H 0.385; H 0.393; H 0.341; H 0.351; C 0.154; O -0.117; Cl -0.406; C -1.079; C -0.462; N 0.022; C -0.072; S -0.255; N -0.209; C -0.323; C -1.150; H 0.316; H 0.331; H 0.372; H 0.285; H 0.372; H 0.316; H 0.339; H 0.392; H 0.257; H 0.323; H 0.367; H 0.305